(i)
C4H12N2 | wB97M-V/def2-TZVPD

Its SMILES is C=NC.CCN.

Element x y z (Å)
C 1.520 -1.036 1.586
N 2.131 -1.537 0.616
C 3.264 -0.805 0.072
H 1.816 -0.072 2.041
H 0.649 -1.478 2.053
H 4.175 -1.368 0.287
H 3.160 -0.799 -1.006
H 3.313 0.225 0.442
C -1.243 1.414 -1.179
C -2.493 0.828 -0.537
N -2.174 -0.495 0.025
H -0.454 1.442 -0.425
H -1.395 2.419 -1.563
H -0.932 0.765 -1.990
H -3.289 0.777 -1.285
H -2.828 1.487 0.271
H -2.503 -0.519 0.986
H -2.716 -1.248 -0.392

Results of the natural (NBO) charge analysis, in e, for atoms 1 through 5:
1. C -0.052
2. N -0.382
3. C -0.441
4. H 0.121
5. H 0.171


(ii)
C4H12N2 | wB97M-V/def2-TZVPD

Element x y z (Å)
C 2.262 0.267 -0.490
C -0.973 -1.635 -0.131
C -1.638 -0.968 0.959
C -0.570 1.051 0.288
N -1.916 0.541 0.502
N 1.949 1.650 -0.462
H 2.510 -0.142 0.478
H 1.395 -0.328 -0.933
H -1.523 -1.799 -1.063
H -0.056 -2.182 0.004
H -1.050 -0.804 1.851
H -2.642 -1.308 1.216
H -0.534 2.051 -0.122
H -0.045 1.093 1.255
H -0.006 0.292 -0.242
H -2.171 0.263 -0.426
H 1.966 1.903 -1.449
H 3.041 0.055 -1.235

Results of the natural (NBO) charge analysis, in e, for atoms 1 through 5:
1. C -0.466
2. C -0.272
3. C -0.373
4. C -0.456
5. N -0.549


Taking the most stable structure as the zero point, the relative energies in kcal/mol are (i) 0.0; (ii) 142.0.


(i)
C4H12N2 | wB97M-V/def2-TZVPD

Its SMILES is CC[C@@H](N)CN.

Element x y z (Å)
C 0.581 -1.620 2.004
C -0.137 -0.450 1.347
C 0.277 0.243 0.019
N 0.836 -0.623 -1.015
C -0.855 1.178 -0.438
N -0.812 1.419 -1.941
H 1.189 -1.325 2.862
H 1.266 -2.063 1.279
H -0.118 -2.313 2.469
H -1.196 -0.717 1.189
H -0.321 0.386 2.036
H 1.128 0.884 0.309
H 1.420 -1.341 -0.596
H 0.067 -1.126 -1.466
H -0.653 2.190 -0.121
H -1.764 0.658 -0.146
H -0.466 2.364 -2.018
H 0.010 0.952 -2.326

Results of the natural (NBO) charge analysis, in e, for atoms 1 through 5:
1. C -0.616
2. C -0.421
3. C -0.054
4. N -0.840
5. C -0.232


(ii)
C4H12N2 | wB97M-V/def2-TZVPD

Element x y z (Å)
C 2.337 0.238 -0.067
C 0.839 -0.087 -0.136
C 0.113 0.012 1.157
C -1.270 -0.226 1.091
N -1.769 -0.894 0.047
N 0.119 0.454 -1.264
H 2.504 1.255 0.296
H 2.720 0.171 -1.080
H 2.894 -0.450 0.570
H 0.838 -1.162 -0.414
H 0.689 0.271 2.038
H -0.823 0.919 0.823
H -1.876 -0.296 1.988
H -0.946 1.309 -3.799
H -1.387 1.337 -3.213
H -1.227 -0.564 -0.808
H -2.775 -0.858 0.043
H -0.285 1.360 -0.994

Results of the natural (NBO) charge analysis, in e, for atoms 1 through 5:
1. C -0.613
2. C -0.145
3. C -0.130
4. C -0.056
5. N -0.769


(iii)
C4H12N2 | wB97M-V/def2-TZVPD

Its SMILES is C=CN.CCN.

Element x y z (Å)
C 1.349 3.566 -0.772
C 1.388 3.415 0.541
N 0.684 2.414 1.235
H 0.940 2.769 -1.384
H 1.850 4.369 -1.285
H 1.802 4.186 1.181
H 0.875 1.480 0.900
H 0.747 2.464 2.239
C -0.570 -2.811 0.686
C -0.867 -2.817 -0.816
N -1.801 -1.756 -1.259
H -0.562 -1.764 0.989
H 0.382 -3.276 0.948
H -1.315 -3.396 1.227
H -1.269 -3.766 -1.169
H 0.052 -2.644 -1.374
H -2.450 -1.514 -0.516
H -1.235 -0.919 -1.370

Results of the natural (NBO) charge analysis, in e, for atoms 1 through 5:
1. C -0.491
2. C 0.000
3. N -0.829
4. H 0.187
5. H 0.206


Taking the most stable structure as the zero point, the relative energies in kcal/mol are (i) 0.0; (ii) 110.5; (iii) 3.1.